1.
{"formula": "C17H38F2N6O9PS", "method": "the ωB97M-V functional and the def2-TZVPD basis", "total_charge": 1, "energy_ev": -71163.80922, "gap_ev": 5.4946, "elements": ["C", "C", "O", "C", "S", "N", "C", "O", "F", "C", "O", "F", "P", "N", "O", "O", "H", "H", "H", "H", "H", "H", "H", "H", "H", "H", "C", "C", "O", "N", "C", "H", "H", "H", "H", "H", "H", "H", "C", "C", "O", "N", "C", "H", "H", "H", "H", "H", "H", "H", "C", "C", "O", "N", "C", "H", "H", "H", "H", "H", "H", "H", "C", "C", "O", "N", "C", "H", "H", "H", "H", "H", "H", "H"], "positions_angstrom": [[-0.028, -3.642, 2.174], [-1.392, -4.527, 2.195], [-1.287, -5.471, 1.101], [-2.667, -3.548, 2.135], [-4.227, -4.403, 1.489], [-4.136, -6.066, 1.961], [-5.187, -6.896, 1.353], [-5.954, -6.521, 0.430], [-5.340, -8.258, 1.788], [-3.984, -6.276, 3.417], [-3.374, -7.318, 3.783], [-4.433, -5.401, 4.441], [-5.940, -3.399, 2.396], [-5.375, -2.228, 3.346], [-6.879, -2.693, 1.141], [-6.971, -4.494, 3.222], [0.018, -2.894, 3.052], [0.911, -4.318, 2.263], [0.029, -3.039, 1.185], [-1.372, -5.124, 3.186], [-1.531, -5.025, 0.252], [-2.423, -2.729, 1.344], [-2.841, -3.050, 3.153], [-5.741, -2.408, 4.302], [-7.185, -3.424, 0.531], [-7.848, -4.506, 2.754], [3.170, -0.740, 0.999], [1.756, -0.566, 0.523], [0.882, -1.408, 0.746], [1.450, 0.558, -0.170], [2.323, 1.655, -0.534], [3.257, -1.686, 1.537], [3.852, -0.764, 0.147], [3.441, 0.070, 1.680], [0.481, 0.602, -0.454], [1.914, 2.571, -0.101], [2.322, 1.743, -1.621], [3.341, 1.510, -0.181], [2.395, 5.157, -3.642], [1.382, 4.055, -3.498], [1.708, 2.876, -3.426], [0.065, 4.397, -3.449], [-0.522, 5.718, -3.518], [3.397, 4.725, -3.666], [2.231, 5.699, -4.575], [2.333, 5.837, -2.790], [-0.552, 3.603, -3.352], [-1.097, 5.884, -2.604], [-1.199, 5.747, -4.375], [0.229, 6.499, -3.621], [4.964, -1.324, -3.600], [3.593, -0.877, -3.172], [3.362, -0.478, -2.036], [2.590, -0.922, -4.089], [2.653, -1.355, -5.468], [5.653, -1.229, -2.759], [4.939, -2.372, -3.908], [5.327, -0.696, -4.416], [1.701, -0.605, -3.727], [2.340, -0.522, -6.102], [1.954, -2.184, -5.599], [3.653, -1.674, -5.756], [1.318, 4.153, 2.819], [1.748, 5.242, 1.874], [2.427, 5.011, 0.881], [1.362, 6.518, 2.149], [0.567, 6.997, 3.260], [1.703, 3.195, 2.465], [1.721, 4.339, 3.817], [0.228, 4.095, 2.854], [1.690, 7.191, 1.469], [-0.322, 7.487, 2.858], [1.159, 7.730, 3.812], [0.267, 6.193, 3.929]], "mulliken_charge": [-1.182, 0.179, -0.500, -0.713, 0.100, 0.263, 0.598, -0.420, -0.176, 0.458, -0.417, -0.164, 0.883, -0.660, -0.480, -0.455, 0.281, 0.335, 0.399, 0.358, 0.382, 0.506, 0.530, 0.271, 0.366, 0.344, -1.016, 0.699, -0.748, 0.015, -0.502, 0.247, 0.251, 0.317, 0.177, 0.155, 0.085, 0.301, -1.327, 0.823, -0.677, -0.149, -0.865, 0.278, 0.392, 0.364, 0.223, 0.278, 0.294, 0.337, -1.473, 0.739, -0.531, -0.091, -0.907, 0.291, 0.400, 0.390, 0.200, 0.280, 0.299, 0.351, -1.125, 0.767, -0.640, -0.169, -0.833, 0.124, 0.408, 0.351, 0.242, 0.278, 0.289, 0.320]}

=====

2.
{"formula": "C6H3CrN2O4S4", "method": "the ωB97M-V functional and the def2-TZVPD basis", "total_charge": -2, "energy_ev": -89206.86082, "gap_ev": [5.6279, 6.2001], "spin_multiplicity": 2, "elements": ["Cr", "S", "C", "S", "S", "O", "C", "O", "C", "C", "N", "N", "C", "C", "O", "O", "H", "H", "H", "S"], "positions_angstrom": [[2.296, 0.187, 0.342], [1.742, 2.717, 4.184], [2.065, 1.779, 2.822], [2.109, 0.045, 2.785], [2.358, 2.406, 1.230], [-2.434, -0.512, -2.925], [-2.683, -0.859, -1.689], [-3.749, -1.329, -1.354], [-1.596, -0.652, -0.681], [-1.722, -0.892, 0.672], [-0.548, -0.615, 1.224], [0.318, -0.219, 0.342], [-0.263, -0.224, -0.816], [0.609, 0.320, -1.948], [0.097, 0.402, -3.075], [1.749, 0.659, -1.605], [-1.464, -0.181, -3.071], [-2.574, -1.228, 1.245], [-0.215, -0.648, 2.187], [3.905, -1.157, 0.130]], "nbo_charge": [0.516, -0.315, -0.471, -0.197, -0.183, -0.700, 0.794, -0.643, -0.277, 0.011, -0.289, -0.248, 0.064, 0.784, -0.729, -0.647, 0.526, 0.226, 0.450, -0.672]}

=====

3.
{"formula": "C11H22N3", "method": "the ωB97M-V functional and the def2-TZVPD basis", "total_charge": 1, "energy_ev": -16224.13989, "relative_energy_kcal_mol": 0.00, "gap_ev": [5.8104, 8.4773], "spin_multiplicity": 3, "elements": ["C", "C", "C", "C", "C", "C", "C", "C", "C", "C", "C", "N", "N", "N", "H", "H", "H", "H", "H", "H", "H", "H", "H", "H", "H", "H", "H", "H", "H", "H", "H", "H", "H", "H", "H", "H"], "positions_angstrom": [[-0.469, -0.461, -1.051], [-0.534, -0.694, 1.421], [-1.196, -1.171, -2.177], [0.575, 0.615, -1.550], [-0.390, -1.894, 2.127], [0.708, 1.597, -0.503], [-0.955, 0.554, 2.060], [1.887, -0.163, -1.816], [0.063, 1.255, -2.881], [-0.230, -1.767, 3.654], [-0.154, 2.820, -0.427], [-0.717, -0.848, 0.129], [-0.295, -3.133, 1.515], [1.614, 1.407, 0.502], [-0.482, -1.507, -2.947], [-1.709, -1.998, -1.725], [-1.246, 1.271, 1.261], [-0.257, 0.963, 2.802], [-1.905, 0.373, 2.607], [2.674, 0.600, -2.119], [1.811, -0.617, -2.840], [2.263, -0.887, -1.061], [-0.909, 1.675, -2.693], [0.038, 0.451, -3.633], [0.914, 2.020, -3.134], [0.504, -0.881, 3.873], [0.075, -2.752, 3.966], [-1.253, -1.482, 4.168], [0.249, 3.494, -1.224], [-0.034, 3.325, 0.643], [-1.289, 2.672, -0.651], [-0.672, -3.202, 0.669], [-0.574, -3.873, 2.057], [-2.060, -0.658, -2.748], [1.538, 2.152, 1.267], [2.419, 0.745, 0.459]], "nbo_charge": [0.457, 0.211, -0.698, -0.153, 0.309, 0.136, -0.672, -0.643, -0.597, -0.677, -0.675, -0.404, -0.684, -0.829, 0.248, 0.230, 0.254, 0.251, 0.246, 0.241, 0.233, 0.227, 0.224, 0.222, 0.240, 0.256, 0.239, 0.259, 0.240, 0.220, 0.220, 0.388, 0.393, 0.265, 0.406, 0.417]}

=====

4.
{"formula": "C3H6N3", "method": "the ωB97M-V functional and the def2-TZVPD basis", "total_charge": 1, "energy_ev": -7668.41818, "relative_energy_kcal_mol": 68.22, "gap_ev": 9.8580, "smiles": "C[N+]1=NN=CC1", "elements": ["C", "N", "N", "N", "C", "C", "H", "H", "H", "H", "H", "H"], "positions_angstrom": [[1.171, 1.287, -0.446], [0.222, 0.251, -0.451], [-0.268, -0.345, -1.412], [-1.124, -1.297, -1.095], [-1.263, -1.410, 0.190], [-0.462, -0.463, 0.952], [1.028, 1.937, -1.313], [1.105, 1.857, 0.480], [2.181, 0.868, -0.514], [-1.940, -2.150, 0.582], [-1.013, 0.313, 1.479], [0.363, -0.848, 1.548]], "nbo_charge": [-0.461, 0.023, 0.161, -0.226, 0.171, -0.323, 0.274, 0.254, 0.268, 0.268, 0.296, 0.296]}

=====

5.
{"formula": "C44H44MnO2P2S", "method": "the ωB97M-V functional and the def2-TZVPD basis", "total_charge": 0, "energy_ev": -111171.03127, "relative_energy_kcal_mol": 60.62, "gap_ev": [7.4453, 7.3469], "spin_multiplicity": 6, "elements": ["Mn", "C", "C", "C", "C", "C", "C", "C", "C", "C", "C", "C", "C", "H", "H", "H", "H", "H", "H", "H", "H", "H", "H", "H", "H", "H", "H", "H", "H", "H", "H", "O", "C", "O", "C", "C", "C", "C", "C", "C", "S", "H", "H", "H", "H", "C", "P", "C", "C", "C", "C", "C", "C", "C", "C", "C", "C", "C", "C", "P", "C", "C", "C", "C", "C", "C", "C", "C", "C", "C", "C", "C", "H", "H", "H", "H", "H", "H", "H", "H", "H", "H", "H", "H", "H", "H", "H", "H", "H", "H", "H", "H", "H", "H"], "positions_angstrom": [[0.779, 1.359, 1.030], [-2.600, 3.618, 0.385], [-1.878, 2.698, 1.341], [-2.242, 1.349, 1.451], [-3.365, 0.763, 0.625], [-1.556, 0.505, 2.336], [-1.992, -0.932, 2.496], [-0.508, 1.018, 3.114], [0.276, 0.137, 4.064], [-0.193, 2.394, 3.062], [0.810, 2.968, 4.032], [-0.831, 3.214, 2.122], [-0.351, 4.631, 1.926], [-2.101, 3.658, -0.591], [-2.631, 4.635, 0.772], [-3.627, 3.300, 0.223], [-4.284, 0.656, 1.212], [-3.099, -0.229, 0.257], [-3.601, 1.371, -0.244], [-1.459, -1.595, 1.806], [-3.054, -1.044, 2.280], [-1.830, -1.289, 3.511], [-0.079, 0.258, 5.091], [1.336, 0.400, 4.051], [0.192, -0.917, 3.808], [1.831, 2.882, 3.654], [0.760, 2.441, 4.985], [0.596, 4.017, 4.227], [-0.895, 5.334, 2.566], [-0.477, 4.949, 0.893], [0.709, 4.716, 2.154], [4.707, 2.228, 2.220], [3.783, 1.939, 1.472], [2.571, 1.739, 1.862], [4.109, 1.677, -0.012], [5.333, 2.456, -0.406], [5.549, 2.837, -1.660], [4.578, 2.540, -2.729], [3.394, 1.999, -2.466], [2.928, 1.639, -1.076], [1.389, 2.613, -0.816], [6.028, 2.687, 0.390], [6.448, 3.389, -1.914], [4.827, 2.810, -3.750], [2.666, 1.828, -3.255], [0.495, -2.613, -1.574], [0.084, -0.948, -0.845], [-0.111, 0.025, -2.388], [0.637, -0.171, -3.543], [0.412, 0.597, -4.681], [-0.574, 1.574, -4.678], [-1.324, 1.786, -3.526], [-1.085, 1.020, -2.399], [1.754, -0.523, -0.154], [2.877, 0.063, -0.954], [4.250, 0.100, -0.219], [4.388, -0.722, 1.021], [3.323, -1.213, 1.646], [1.982, -1.055, 1.059], [-0.865, -3.858, -1.852], [-1.148, -4.521, -0.168], [-0.622, -3.979, 1.001], [-0.897, -4.543, 2.244], [-1.717, -5.658, 2.334], [-2.246, -6.218, 1.176], [-1.953, -5.661, -0.063], [-2.375, -2.830, -2.109], [-3.422, -2.729, -1.192], [-4.579, -2.022, -1.508], [-4.701, -1.387, -2.738], [-3.666, -1.480, -3.660], [-2.524, -2.208, -3.353], [1.222, -3.089, -0.917], [0.993, -2.494, -2.531], [1.429, -0.910, -3.573], [1.015, 0.435, -5.567], [-0.748, 2.174, -5.563], [-2.088, 2.556, -3.508], [-1.656, 1.200, -1.502], [2.907, -0.429, -1.928], [5.071, -0.094, -0.906], [5.377, -0.833, 1.453], [3.418, -1.730, 2.593], [1.142, -1.472, 1.610], [0.015, -3.109, 0.950], [-0.471, -4.107, 3.141], [-1.934, -6.098, 3.301], [-2.876, -7.097, 1.237], [-2.354, -6.114, -0.964], [-3.340, -3.204, -0.220], [-5.383, -1.959, -0.784], [-5.601, -0.832, -2.980], [-3.747, -0.989, -4.624], [-1.734, -2.286, -4.095]], "mulliken_spin": [4.553, -0.005, -0.013, -0.032, -0.023, 0.056, -0.026, 0.028, 0.028, 0.096, -0.008, 0.001, 0.002, 0.005, 0.000, -0.001, 0.002, 0.009, 0.001, 0.024, 0.000, 0.000, -0.003, -0.003, 0.001, 0.008, -0.001, 0.000, -0.002, 0.003, -0.002, 0.014, -0.014, 0.054, 0.007, 0.003, 0.000, 0.005, -0.001, 0.024, 0.060, 0.000, 0.000, 0.001, 0.002, 0.012, 0.099, -0.080, -0.007, 0.000, 0.001, 0.003, 0.043, 0.103, -0.008, 0.003, 0.028, 0.004, -0.054, 0.000, 0.000, -0.004, 0.001, 0.000, 0.000, 0.000, 0.004, -0.002, 0.000, 0.000, 0.000, 0.000, 0.000, 0.002, 0.001, 0.000, 0.000, 0.000, -0.003, -0.003, 0.000, -0.001, 0.002, -0.005, 0.006, 0.000, 0.000, 0.000, 0.000, 0.000, 0.000, 0.000, 0.000, 0.000]}

=====

6.
{"formula": "H10LiO5", "method": "the ωB97M-V functional and the def2-TZVPD basis", "total_charge": 1, "energy_ev": -10601.78775, "relative_energy_kcal_mol": 4.89, "gap_ev": 11.5043, "elements": ["Li", "O", "H", "H", "O", "H", "H", "O", "H", "H", "O", "H", "H", "O", "H", "H"], "positions_angstrom": [[-0.007, 0.101, -0.316], [-2.037, -0.184, -0.721], [-2.542, -0.001, -1.524], [-2.565, -0.819, -0.220], [1.631, 0.581, 0.974], [2.317, 1.263, 0.956], [2.097, -0.239, 1.189], [0.928, -0.069, -2.041], [0.460, 0.094, -2.872], [1.431, -0.884, -2.182], [-0.435, 2.286, 1.312], [0.017, 1.890, 2.067], [-1.131, 2.839, 1.689], [0.124, -1.958, 0.448], [-0.467, -2.517, -0.075], [0.177, -2.383, 1.315]], "nbo_charge": [0.917, -0.980, 0.502, 0.498, -0.981, 0.507, 0.492, -0.980, 0.500, 0.502, -0.963, 0.483, 0.487, -0.981, 0.494, 0.502]}